Entry 1:
DFT (ωB97M-V/def2-TZVPD) results for an isolated ion of composition C19H21F4O6 and charge -1.

CARTESIAN COORDINATES (ANGSTROEM)
F: -1.047 0.727 2.911
C: -1.170 -0.301 2.077
C: -1.509 0.011 0.679
F: -2.165 1.250 0.667
C: -2.486 -1.020 0.070
O: -3.206 -0.717 -0.871
C: -2.539 -2.318 0.703
F: -3.213 -3.277 0.043
C: -2.031 -2.565 1.928
F: -2.164 -3.781 2.484
C: -1.314 -1.557 2.710
O: -0.873 -1.817 3.848
C: 2.458 2.247 3.043
C: 1.749 2.541 1.763
O: 1.109 1.285 1.439
C: 0.501 1.355 0.258
C: -0.242 0.095 -0.204
C: -0.552 0.217 -1.717
C: -1.474 1.390 -2.011
C: -1.846 1.469 -3.475
C: -0.611 1.512 -4.371
C: 0.407 0.415 -4.047
C: 0.715 0.315 -2.553
C: 0.484 -1.234 0.073
O: 0.460 -2.168 -0.714
O: 1.083 -1.311 1.267
C: 1.650 -2.612 1.609
C: 2.172 -2.400 2.993
O: 0.533 2.410 -0.372
H: 2.946 3.151 3.412
H: 1.751 1.891 3.798
H: 3.217 1.472 2.893
H: 0.978 3.316 1.868
H: 2.434 2.813 0.951
H: -1.083 -0.702 -1.991
H: -2.377 1.286 -1.411
H: -0.935 2.284 -1.686
H: -2.462 0.590 -3.703
H: -2.472 2.353 -3.637
H: -0.915 1.455 -5.422
H: -0.126 2.487 -4.237
H: 0.030 -0.558 -4.390
H: 1.335 0.609 -4.594
H: 1.258 1.213 -2.236
H: 1.337 -0.560 -2.342
H: 0.862 -3.378 1.580
H: 2.446 -2.851 0.892
H: 2.717 -3.284 3.328
H: 2.844 -1.538 3.020
H: 1.339 -2.213 3.677

Summary:
HOMO level: -3.31 eV
Total charge: -1
Orbital gap: 6.16 eV

Entry 2:
DFT (ωB97M-V/def2-TZVPD) results for CH3Co2FNO6P as an isolated structure.

CARTESIAN COORDINATES (ANGSTROEM)
Co: -0.120 0.936 -0.696
Co: -2.856 0.384 0.734
P: -1.949 2.673 -0.541
O: -3.088 3.217 -1.386
O: -0.450 2.815 -0.911
O: -2.205 1.184 -0.946
O: -2.266 2.258 0.907
F: -0.874 -0.463 0.700
C: 1.956 -2.002 0.908
N: 1.982 -1.558 -0.458
O: 2.429 -2.402 -1.267
O: 1.533 -0.493 -0.733
H: 2.277 -3.043 0.920
H: 0.937 -2.068 1.287
H: 2.693 -1.439 1.481

Summary:
HOMO level (spin up / spin down): -8.50 / -8.50 eV
2S+1: 7
Total charge: 0
Orbital gap (spin up / spin down): 6.76 / 6.76 eV
ΔE to the lowest compared entry with this formula, charge and spin: 36.87 kcal/mol

Entry 3:
DFT (ωB97M-V/def2-TZVPD) results for a 9-piece molecular cluster, C12H42N12O12 overall.

CARTESIAN COORDINATES (ANGSTROEM)
C: 3.804 0.186 1.795
C: 4.054 1.259 0.791
O: 5.486 1.106 0.438
O: 3.968 -1.024 1.091
H: 2.797 0.258 2.169
H: 4.585 0.294 2.547
H: 3.856 2.293 1.051
H: 3.383 1.204 -0.098
H: 5.616 0.247 0.842
H: 4.069 -1.686 1.803
C: -2.639 -3.037 2.843
C: -3.171 -1.698 2.341
O: -3.509 -1.861 1.014
O: -2.385 -4.043 1.851
H: -3.340 -3.511 3.509
H: -1.677 -2.920 3.338
H: -2.350 -0.934 2.374
H: -4.133 -1.535 2.831
H: -3.181 -2.778 0.724
H: -1.599 -3.760 1.279
C: -1.091 0.334 -5.228
C: -1.307 1.069 -6.530
O: -1.800 2.394 -6.214
O: -2.246 0.288 -4.356
H: -0.308 0.887 -4.645
H: -0.753 -0.684 -5.307
H: -2.013 0.503 -7.143
H: -0.378 1.223 -7.111
H: -1.102 3.059 -5.995
H: -2.740 1.122 -4.471
C: 0.799 -3.605 0.465
O: -0.335 -3.272 0.152
N: 1.870 -2.829 0.010
N: 1.021 -4.870 1.108
H: 2.709 -2.857 0.554
H: 1.726 -1.891 -0.336
H: 0.132 -5.261 1.466
H: 1.951 -5.283 1.223
C: -3.351 2.394 0.932
O: -3.609 2.940 1.996
N: -3.081 3.115 -0.171
N: -3.457 1.065 0.711
H: -2.753 2.693 -1.039
H: -2.728 4.026 0.045
H: -3.827 0.484 1.435
H: -3.628 0.693 -0.235
C: -0.458 1.665 3.233
O: 0.414 1.250 3.981
N: -1.613 2.075 3.736
N: -0.266 1.566 1.915
H: -1.782 1.990 4.709
H: -2.275 2.679 3.246
H: -1.111 1.431 1.344
H: 0.616 1.108 1.673
C: 1.894 3.207 -3.354
O: 1.346 3.685 -4.376
N: 1.919 3.936 -2.260
N: 2.346 1.919 -3.470
H: 2.439 3.817 -1.443
H: 1.343 4.704 -2.419
H: 2.221 1.247 -2.700
H: 2.011 1.571 -4.318
C: 1.902 -2.481 3.327
O: 2.846 -2.999 2.711
N: 0.846 -1.887 2.714
N: 1.808 -2.576 4.744
H: 0.139 -1.486 3.328
H: 0.903 -1.511 1.757
H: 2.510 -3.251 5.127
H: 1.504 -1.759 5.277
C: -0.226 0.559 -1.463
O: 0.833 0.666 -0.850
N: -0.931 -0.547 -1.690
N: -0.729 1.641 -2.067
H: -1.827 -0.545 -2.115
H: -0.546 -1.403 -1.316
H: -1.286 1.455 -2.878
H: -0.123 2.471 -1.954

Summary:
HOMO level: -9.47 eV
Total charge: 0
Orbital gap: 9.67 eV
ΔE to the lowest compared entry with this formula, charge and spin: 33.45 kcal/mol

Entry 4:
DFT (ωB97M-V/def2-TZVPD) results for a 2-piece molecular cluster, C7H16N2O2S overall.

CARTESIAN COORDINATES (ANGSTROEM)
C: -0.706 0.236 1.177
C: -1.117 -2.085 2.003
C: -1.558 -0.529 2.102
C: 0.314 -0.350 0.559
C: -3.063 -0.399 1.810
C: 3.485 0.109 -1.158
C: 2.263 -0.684 -0.889
N: -0.602 2.108 -2.600
N: 1.132 0.138 -0.447
O: 0.779 -3.105 0.505
O: 1.585 -1.796 2.406
S: 0.590 -1.989 1.385
H: -0.496 1.139 -2.498
H: -1.198 1.133 0.856
H: -1.248 -2.773 2.883
H: -1.764 -2.415 1.063
H: -1.352 -0.090 3.189
H: -3.556 -1.032 2.706
H: -3.224 -0.962 0.825
H: -3.480 0.610 1.712
H: 3.502 0.727 -0.286
H: 4.363 -0.570 -1.103
H: 3.396 0.733 -2.047
H: 1.929 -1.144 -1.911
H: 2.611 -1.481 -0.222
H: -1.564 2.312 -2.720
H: -0.249 2.214 -3.549
H: 1.135 1.165 -0.741

Summary:
HOMO level: -8.17 eV
Total charge: 0
Orbital gap: 8.85 eV
ΔE to the lowest compared entry with this formula, charge and spin: 41.93 kcal/mol

Entry 5:
DFT (ωB97M-V/def2-TZVPD) results for C4H5NO2 in the gas phase.

CARTESIAN COORDINATES (ANGSTROEM)
O: 3.009 -0.387 -0.549
C: 1.831 -0.626 -0.522
C: 0.952 -0.108 0.613
O: 1.357 0.240 1.692
N: -0.411 -0.055 0.277
C: -0.915 0.037 -1.012
C: -1.349 0.532 1.037
H: 1.325 -1.251 -1.284
H: -1.095 -0.855 -1.606
H: -1.259 1.000 -1.359
H: -1.089 1.329 1.732
H: -2.353 0.145 0.982

Summary:
HOMO level (spin up / spin down): -8.86 / -8.53 eV
Total charge: 0
Orbital gap (spin up / spin down): 8.18 / 8.02 eV
ΔE to the lowest compared entry with this formula, charge and spin: 98.14 kcal/mol

Entry 6:
DFT (ωB97M-V/def2-TZVPD) results for a 2-piece molecular cluster, C4H4 overall.

CARTESIAN COORDINATES (ANGSTROEM)
C: 0.721 0.711 1.271
C: 1.123 1.242 2.359
C: 0.409 0.943 -0.245
C: 0.318 -0.331 0.398
H: -0.461 1.561 -0.417
H: 1.253 1.157 -0.896
H: 0.737 -1.298 0.233
H: -1.770 -1.777 0.929

Summary:
HOMO level (spin up / spin down): -10.45 / -8.94 eV
Total charge: 0
Orbital gap (spin up / spin down): 9.38 / 8.23 eV
ΔE to the lowest compared entry with this formula, charge and spin: 159.52 kcal/mol

The records above give, respectively, electronic energy values of -1587.52913 -3752.78661 -2042.54928 -934.40419 -360.51302 -154.46626 Ha.